{
  "formula": "C50H52MnN4O2P2",
  "method": "wB97M-V/def2-TZVPD",
  "e_tot_ev": -112636.186,
  "lumo_energy_ev": [-5.35, -5.36],
  "spin_multiplicity": 2,
  "total_charge": 2,
  "gap_ev": [7.1, 6.8],
  "symbols": ["Mn", "C", "C", "C", "C", "C", "N", "C", "C", "C", "N", "C", "C", "C", "C", "C", "C", "C", "C", "N", "C", "C", "C", "N", "C", "C", "C", "C", "O", "C", "O", "H", "H", "H", "H", "H", "H", "H", "H", "H", "H", "H", "H", "H", "H", "H", "H", "H", "H", "H", "H", "H", "H", "H", "H", "H", "H", "H", "H", "C", "C", "P", "C", "C", "C", "C", "C", "C", "C", "C", "C", "C", "C", "C", "P", "C", "C", "C", "C", "C", "C", "C", "C", "C", "C", "C", "C", "H", "H", "H", "H", "H", "H", "H", "H", "H", "H", "H", "H", "H", "H", "H", "H", "H", "H", "H", "H", "H", "H", "H", "H"],
  "positions_angstrom": [[0.427, 0.056, 0.135], [-5.786, 2.703, -1.880], [-4.610, 1.873, -1.440], [-4.607, 0.487, -1.558], [-3.532, -0.256, -1.093], [-3.538, -1.717, -1.116], [-3.261, -2.395, -2.158], [-2.660, -1.837, -3.387], [-1.164, -1.733, -3.100], [-0.289, -1.214, -4.214], [-0.578, 0.154, -4.662], [0.245, 1.167, -4.639], [1.424, 1.364, -3.886], [2.402, 2.161, -4.542], [3.615, 2.453, -3.985], [4.691, 3.200, -4.721], [3.784, 2.044, -2.651], [2.837, 1.358, -1.918], [3.092, 1.261, -0.486], [2.289, 0.816, 0.390], [2.579, 1.157, 1.776], [1.667, 2.341, 2.195], [0.823, 2.931, 1.069], [-0.156, 1.987, 0.498], [-1.299, 2.465, 0.200], [-2.386, 1.723, -0.410], [-3.492, 2.450, -0.854], [-2.380, 0.312, -0.518], [-1.437, -0.500, -0.136], [1.599, 0.942, -2.518], [0.680, 0.330, -1.887], [-6.316, 2.234, -2.709], [-5.469, 3.693, -2.204], [-6.501, 2.837, -1.067], [-5.466, -0.016, -1.993], [-3.765, -2.284, -0.213], [-3.239, -3.407, -2.076], [-3.128, -0.872, -3.572], [-2.904, -2.518, -4.202], [-0.790, -2.728, -2.860], [-1.020, -1.113, -2.217], [-0.366, -1.835, -5.111], [0.748, -1.231, -3.887], [-1.353, 0.250, -5.303], [-0.013, 1.948, -5.350], [2.182, 2.515, -5.545], [4.265, 3.912, -5.426], [5.329, 2.517, -5.285], [5.330, 3.754, -4.033], [4.698, 2.339, -2.143], [4.032, 1.710, -0.157], [3.636, 1.413, 1.893], [2.379, 0.278, 2.382], [2.295, 3.151, 2.571], [1.016, 2.050, 3.017], [1.466, 3.263, 0.250], [0.302, 3.814, 1.445], [-1.508, 3.518, 0.409], [-3.468, 3.530, -0.736], [0.494, -3.132, 1.907], [0.593, -2.263, 3.148], [-0.237, -0.652, 2.841], [-0.176, 0.066, 4.522], [-1.318, 0.427, 5.233], [-1.212, 0.955, 6.513], [0.032, 1.117, 7.102], [1.177, 0.747, 6.410], [1.073, 0.230, 5.129], [-2.000, -1.098, 2.670], [-2.516, -2.369, 2.907], [-3.867, -2.637, 2.709], [-4.722, -1.627, 2.290], [-4.225, -0.345, 2.084], [-2.876, -0.091, 2.269], [1.055, -2.319, 0.367], [0.457, -3.585, -0.833], [1.247, -4.009, -1.900], [0.789, -4.970, -2.794], [-0.458, -5.553, -2.618], [-1.250, -5.150, -1.549], [-0.808, -4.159, -0.682], [2.860, -2.537, 0.345], [3.573, -3.256, 1.301], [4.955, -3.366, 1.214], [5.637, -2.771, 0.164], [4.937, -2.055, -0.799], [3.561, -1.931, -0.700], [-0.557, -3.361, 1.736], [1.000, -4.094, 2.008], [1.631, -2.037, 3.409], [0.161, -2.772, 4.011], [-2.298, 0.296, 4.795], [-2.108, 1.231, 7.053], [0.110, 1.524, 8.102], [2.150, 0.857, 6.871], [1.979, -0.067, 4.613], [-1.880, -3.166, 3.272], [-4.252, -3.628, 2.910], [-5.777, -1.830, 2.150], [-4.889, 0.455, 1.779], [-2.493, 0.910, 2.102], [2.246, -3.612, -2.026], [1.427, -5.291, -3.607], [-0.796, -6.332, -3.288], [-2.201, -5.643, -1.370], [-1.457, -3.850, 0.130], [3.063, -3.737, 2.126], [5.497, -3.925, 1.966], [6.712, -2.866, 0.095], [5.466, -1.594, -1.624], [3.019, -1.364, -1.450]],
  "forces_ev_per_a": [[0.09, -0.10, 0.84], [0.00, 0.00, -0.03], [0.05, 0.11, 0.04], [0.03, -0.06, 0.04], [-0.15, 0.02, -0.13], [-0.06, 0.14, 0.39], [0.15, -0.25, -0.42], [-0.04, -0.03, 0.04], [-0.05, -0.01, 0.02], [0.03, 0.09, -0.11], [-0.08, -0.13, 0.01], [0.04, 0.11, -0.05], [0.01, 0.04, -0.04], [-0.10, -0.04, -0.02], [0.07, -0.03, 0.17], [0.00, 0.04, -0.01], [0.13, 0.09, -0.17], [-0.04, -0.04, 0.17], [0.06, 0.08, -0.38], [-0.25, -0.19, 0.29], [-0.02, 0.08, -0.01], [0.08, 0.02, 0.00], [-0.07, -0.07, 0.01], [0.26, 0.06, -0.26], [-0.08, 0.01, -0.03], [0.07, 0.01, -0.03], [-0.08, 0.03, -0.03], [0.09, 0.00, -0.20], [-0.13, 0.12, -0.27], [0.05, 0.09, -0.02], [-0.02, -0.06, 0.16], [0.00, 0.00, 0.01], [0.00, -0.01, 0.01], [0.01, -0.01, 0.00], [0.01, 0.00, 0.01], [-0.05, 0.06, 0.02], [0.02, -0.03, -0.02], [0.03, 0.01, -0.01], [0.04, 0.00, -0.02], [-0.04, 0.00, -0.02], [0.01, -0.06, -0.04], [-0.01, -0.05, 0.02], [-0.02, -0.01, 0.01], [-0.02, -0.01, 0.01], [0.02, 0.01, 0.02], [-0.01, -0.01, 0.01], [0.00, -0.02, -0.01], [0.00, -0.01, 0.01], [-0.01, -0.01, 0.01], [0.00, -0.02, -0.01], [0.01, -0.01, 0.02], [-0.01, 0.04, -0.01], [0.02, -0.05, 0.13], [-0.02, -0.01, 0.03], [-0.05, -0.05, 0.03], [0.01, 0.01, -0.01], [0.01, 0.01, 0.02], [0.00, 0.00, 0.01], [0.00, -0.01, 0.00], [-0.02, -0.07, -0.07], [0.05, 0.02, 0.02], [-0.11, 0.02, -0.20], [0.11, 0.02, 0.08], [-0.01, 0.08, -0.07], [0.01, 0.00, -0.01], [0.00, 0.02, 0.03], [-0.02, 0.00, -0.01], [-0.01, 0.00, -0.04], [-0.11, -0.04, 0.10], [0.02, -0.01, 0.08], [-0.02, 0.01, -0.01], [0.00, -0.01, 0.02], [-0.01, 0.01, 0.07], [-0.01, 0.00, 0.22], [-0.04, 0.16, -0.55], [0.09, -0.11, 0.06], [0.02, -0.01, 0.02], [0.00, 0.00, 0.01], [0.01, 0.03, -0.02], [-0.07, 0.00, -0.02], [0.04, 0.03, 0.03], [0.04, -0.04, -0.01], [-0.03, 0.02, 0.02], [0.00, 0.02, -0.01], [0.02, -0.01, 0.02], [-0.01, 0.01, 0.01], [0.01, -0.01, -0.02], [0.12, -0.02, -0.02], [0.03, 0.01, 0.07], [0.00, -0.03, -0.06], [-0.02, 0.06, 0.04], [0.00, 0.00, 0.02], [0.00, 0.00, -0.01], [0.00, -0.01, -0.01], [0.00, 0.00, -0.01], [0.02, 0.02, -0.03], [-0.06, 0.03, 0.02], [0.00, 0.01, 0.00], [0.00, 0.00, 0.01], [0.02, 0.00, 0.00], [-0.02, -0.04, 0.03], [0.00, 0.00, -0.01], [-0.01, 0.00, 0.01], [0.00, 0.01, 0.02], [0.01, 0.05, -0.01], [-0.01, -0.03, -0.02], [0.00, -0.01, -0.01], [-0.01, 0.00, -0.01], [-0.01, 0.00, 0.00], [-0.01, 0.00, 0.01], [-0.01, 0.01, 0.00]]
}

---

{
  "formula": "C20H25N3O2",
  "method": "wB97M-V/def2-TZVPD",
  "e_tot_ev": -29712.034,
  "lumo_energy_ev": 0.69,
  "relative_energy_kcal_mol": 19.42,
  "smiles": "CCOCCCNc1ncc2c(n1)C[C@@H](c1ccc(C)cc1)CC2=O",
  "total_charge": 0,
  "gap_ev": 9.2,
  "symbols": ["C", "C", "O", "C", "C", "C", "N", "C", "N", "C", "C", "C", "N", "C", "C", "C", "C", "C", "C", "C", "C", "C", "C", "C", "O", "H", "H", "H", "H", "H", "H", "H", "H", "H", "H", "H", "H", "H", "H", "H", "H", "H", "H", "H", "H", "H", "H", "H", "H", "H"],
  "positions_angstrom": [[6.138, -2.607, -0.371], [4.868, -3.416, -0.629], [3.824, -2.678, -1.220], [4.030, -2.329, -2.569], [2.732, -1.754, -3.126], [2.359, -0.448, -2.417], [1.122, 0.096, -2.910], [-0.050, 0.018, -2.264], [-1.130, 0.437, -2.949], [-2.279, 0.381, -2.319], [-2.409, -0.088, -1.007], [-1.216, -0.474, -0.375], [-0.056, -0.423, -1.002], [-1.209, -0.964, 1.039], [-2.438, -0.496, 1.818], [-2.437, 0.976, 2.165], [-3.316, 1.420, 3.149], [-3.394, 2.756, 3.487], [-2.592, 3.698, 2.852], [-2.695, 5.149, 3.213], [-1.709, 3.254, 1.881], [-1.630, 1.914, 1.541], [-3.699, -0.834, 1.009], [-3.711, -0.147, -0.341], [-4.728, 0.289, -0.839], [6.627, -2.335, -1.303], [5.893, -1.700, 0.176], [6.830, -3.200, 0.221], [5.106, -4.294, -1.251], [4.454, -3.763, 0.321], [4.323, -3.221, -3.146], [4.834, -1.583, -2.662], [2.850, -1.580, -4.197], [1.932, -2.479, -2.973], [2.231, -0.643, -1.352], [3.155, 0.290, -2.560], [1.066, 0.383, -3.875], [-3.153, 0.711, -2.865], [-1.202, -2.058, 1.008], [-0.283, -0.651, 1.523], [-2.481, -1.057, 2.760], [-3.946, 0.706, 3.660], [-4.086, 3.076, 4.253], [-3.649, 5.552, 2.871], [-1.895, 5.723, 2.753], [-2.647, 5.280, 4.293], [-1.069, 3.965, 1.376], [-0.924, 1.616, 0.781], [-3.736, -1.912, 0.825], [-4.604, -0.552, 1.550]],
  "forces_ev_per_a": [[-0.40, -0.12, -0.18], [0.24, -0.07, 0.19], [-0.20, 0.16, -0.05], [-0.09, -0.01, -0.27], [0.30, 0.08, 0.41], [0.22, -0.30, 0.03], [0.14, 0.08, -0.35], [-0.37, 0.10, 0.28], [0.01, 0.13, -0.40], [0.00, -0.13, 0.24], [0.46, 0.04, -0.23], [-0.50, 0.00, -0.38], [0.40, -0.10, 0.08], [-0.11, 0.05, 0.23], [0.00, -0.19, -0.02], [0.06, -0.05, 0.11], [0.01, 0.04, -0.03], [0.01, -0.02, -0.02], [0.07, 0.00, -0.04], [-0.05, -0.01, -0.01], [-0.05, 0.10, 0.06], [0.02, -0.09, 0.03], [-0.19, 0.03, 0.14], [-0.13, -0.12, 0.27], [0.01, -0.01, -0.03], [0.10, 0.05, -0.05], [0.01, 0.10, 0.08], [0.12, -0.05, 0.06], [-0.08, 0.05, 0.08], [0.09, -0.07, -0.10], [0.02, 0.10, 0.06], [-0.01, -0.08, -0.02], [-0.02, -0.03, -0.05], [-0.05, -0.04, -0.07], [0.13, 0.12, -0.12], [-0.01, -0.04, 0.10], [-0.11, 0.00, 0.11], [-0.11, 0.02, 0.03], [0.03, 0.01, 0.01], [0.01, -0.02, -0.07], [0.01, 0.06, -0.14], [-0.07, -0.09, 0.05], [-0.07, 0.03, 0.09], [-0.03, 0.10, 0.00], [0.03, 0.08, 0.00], [0.01, 0.08, 0.05], [0.06, 0.08, -0.03], [0.09, 0.00, -0.04], [-0.03, -0.04, -0.01], [0.02, -0.03, -0.09]]
}

---

{
  "formula": "C5H4F9ORb",
  "method": "wB97M-V/def2-TZVPD",
  "e_tot_ev": -32407.392,
  "lumo_energy_ev": -1.39,
  "total_charge": 0,
  "gap_ev": 5.3,
  "symbols": ["Rb", "F", "C", "C", "C", "F", "F", "F", "F", "O", "C", "C", "F", "F", "F", "F", "H", "H", "H", "H"],
  "positions_angstrom": [[2.480, 0.206, 4.472], [5.421, 0.710, 1.985], [-0.972, 0.424, -0.563], [-1.450, 0.835, 0.835], [-2.154, 2.179, 0.887], [-1.526, 3.106, 0.096], [-3.462, 2.050, 0.651], [-2.252, -0.054, 1.408], [-0.422, 0.946, 1.645], [-0.300, -0.875, -0.485], [0.561, -1.205, -1.563], [1.529, -2.367, -1.147], [2.356, -2.802, -2.033], [2.289, -2.222, -0.073], [-0.136, -1.539, -2.629], [1.336, -0.157, -1.888], [-0.380, 1.132, -1.144], [-1.794, 0.188, -1.240], [-2.038, 2.707, 1.833], [0.915, -3.262, -1.048]],
  "forces_ev_per_a": [[0.73, 0.11, -0.72], [-0.75, -0.11, 0.66], [-0.29, -1.87, -1.48], [-0.07, 0.35, -1.76], [0.34, 1.82, 1.11], [-0.48, -0.59, -1.13], [-0.20, 0.14, -0.92], [-0.88, -1.06, -0.01], [2.29, 0.24, 1.31], [1.27, 0.00, -0.40], [1.10, 1.08, 2.43], [-2.75, -2.30, 1.24], [2.08, 0.43, -3.81], [-0.29, 1.48, 1.56], [-0.49, -0.44, -0.77], [-0.02, 0.60, -0.29], [0.26, 0.34, 0.89], [-0.71, 0.52, 0.41], [-0.15, -0.93, 0.71], [-0.99, 0.18, 0.97]]
}

---

{
  "formula": "C10H13NO2S",
  "method": "wB97M-V/def2-TZVPD",
  "e_tot_ev": -26999.052,
  "lumo_energy_ev": 0.34,
  "relative_energy_kcal_mol": 64.36,
  "smiles": "CC1(C)SC2=CC=CCN2[C@H]1C(=O)O",
  "total_charge": 0,
  "gap_ev": 8.2,
  "symbols": ["C", "C", "C", "S", "C", "C", "C", "C", "C", "N", "C", "C", "O", "O", "H", "H", "H", "H", "H", "H", "H", "H", "H", "H", "H", "H", "H"],
  "positions_angstrom": [[-0.164, -2.984, -0.228], [-0.182, -1.510, -0.655], [-1.229, -1.428, -1.748], [1.537, -1.179, -1.377], [1.235, 0.812, -0.661], [1.937, 1.883, -0.987], [1.777, 3.064, -0.097], [1.065, 2.916, 1.052], [0.366, 1.649, 1.392], [0.202, 0.756, 0.205], [-0.269, -0.601, 0.562], [-1.653, -0.491, 1.317], [-1.859, -1.193, 2.275], [-2.419, 0.482, 0.867], [0.309, -3.567, -1.027], [-1.150, -3.341, -0.076], [0.545, -3.199, 0.623], [-0.959, -2.069, -2.590], [-1.254, -0.416, -2.150], [-2.222, -1.698, -1.491], [2.635, 1.960, -1.768], [2.236, 4.012, -0.456], [1.256, 3.660, 1.801], [0.868, 1.042, 2.234], [-0.737, 1.702, 1.750], [0.392, -0.969, 1.292], [-2.264, 0.706, -0.061]],
  "forces_ev_per_a": [[2.49, -0.11, 0.36], [0.91, -1.55, -0.24], [0.85, 1.32, -0.96], [-1.71, 3.56, 1.58], [0.97, -3.68, -2.29], [-0.35, 1.21, 1.06], [-0.93, -0.66, -0.25], [1.25, 0.53, -1.19], [-1.74, -1.75, 1.30], [-0.53, -0.11, 0.85], [-0.92, 1.54, -0.66], [2.32, -1.35, -0.34], [-0.51, 0.94, -0.75], [-1.84, 0.17, 0.20], [-0.45, 0.01, -0.18], [-0.89, -0.47, 0.49], [-1.11, 0.44, -0.45], [0.18, 0.00, 0.18], [-0.10, 0.19, -0.15], [-0.97, -0.32, 0.82], [0.76, -0.39, -0.75], [-0.23, -0.80, 0.85], [-0.70, 0.31, 0.42], [-0.19, 0.85, -0.88], [1.98, 0.85, -0.24], [0.91, -0.80, 1.11], [0.54, 0.04, 0.13]]
}